Molecular formula: C81H171N9O9
Method: DFT, wB97M-V/def2-TZVPD

Bonds (Å) are listed after each position.
Geometry (Å):
1 C -31.55585 16.33833 -9.26643  C2 1.515, H12 1.112, H13 1.079, H14 1.096
2 C -30.23708 16.46929 -8.53152  C1 1.515, C3 1.530, C4 1.490, N10 1.431
3 C -29.46728 15.19295 -8.87815  C2 1.530, H15 1.089, H16 1.100, H17 1.070
4 C -29.48861 17.68034 -8.97150  C2 1.490, C5 1.513, H18 1.106, H19 1.157
5 C -28.21654 17.95194 -8.19896  C4 1.513, C6 1.559, H20 1.095, H21 1.086
6 C -28.58744 18.16718 -6.69983  C5 1.559, C7 1.577, H22 1.101, H23 1.083
7 C -29.43519 16.95098 -6.16354  C6 1.577, C8 1.565, C9 1.537, N10 1.512
8 C -28.66377 15.60427 -5.96226  C7 1.565, H24 1.084, H25 1.079, H26 1.104
9 C -30.07199 17.48633 -4.87070  C7 1.537, H27 1.126, H28 1.107, H29 1.086
10 N -30.54554 16.66017 -7.14760  C2 1.431, C7 1.512, O11 1.452
11 O -31.16610 15.45657 -6.62223  N10 1.452, H30 0.973
12 H -32.02886 15.46075 -8.77371  C1 1.112
13 H -32.18045 17.17777 -9.00489  C1 1.079
14 H -31.54918 16.22914 -10.35710  C1 1.096
15 H -30.06171 14.31630 -8.62357  C3 1.089
16 H -29.33680 15.15839 -9.97028  C3 1.100
17 H -28.54069 14.96288 -8.39489  C3 1.070
18 H -29.31388 17.47165 -10.04300  C4 1.106
19 H -30.20570 18.58791 -8.95926  C4 1.157
20 H -27.55462 17.09182 -8.34492  C5 1.095
21 H -27.66969 18.82443 -8.54338  C5 1.086
22 H -29.15569 19.04963 -6.36632  C6 1.101
23 H -27.64013 18.16972 -6.17577  C6 1.083
24 H -29.29243 14.72224 -6.01352  C8 1.084
25 H -28.27782 15.60792 -4.95485  C8 1.079
26 H -27.79113 15.46603 -6.62377  C8 1.104
27 H -29.35234 17.57271 -4.00953  C9 1.126
28 H -30.93045 16.90425 -4.48401  C9 1.107
29 H -30.41267 18.47840 -5.15265  C9 1.086
30 H -32.02286 15.79203 -6.30715  O11 0.973
31 C -31.34483 8.50038 -7.39520  C32 1.530, H42 1.101, H43 1.093, H44 1.086
32 C -30.04918 9.17573 -7.85001  C31 1.530, C33 1.551, C34 1.490, N40 1.468
33 C -29.01664 8.05925 -8.15249  C32 1.551, H45 1.067, H46 1.075, H47 1.088
34 C -30.29315 10.03337 -9.04411  C32 1.490, C35 1.536, H48 1.112, H49 1.111
35 C -29.17390 11.05647 -9.29068  C34 1.536, C36 1.495, H50 1.104, H51 1.091
36 C -28.87427 11.79612 -8.02702  C35 1.495, C37 1.514, H52 1.104, H53 1.101
37 C -28.49474 10.89671 -6.86932  C36 1.514, C38 1.489, C39 1.543, N40 1.476
38 C -27.18770 10.20021 -7.02239  C37 1.489, H54 1.100, H55 1.093, H56 1.100
39 C -28.55211 11.82361 -5.63739  C37 1.543, H57 1.106, H58 1.101, H59 1.074
40 N -29.64791 9.99128 -6.69700  C32 1.468, C37 1.476, O41 1.436
41 O -29.29865 9.18531 -5.56101  N40 1.436, H60 0.955
42 H -31.77133 7.92357 -8.23057  C31 1.101
43 H -31.05841 7.89370 -6.53234  C31 1.093
44 H -32.04836 9.29965 -7.18398  C31 1.086
45 H -28.21537 8.39161 -8.77400  C33 1.067
46 H -28.50496 7.53048 -7.36872  C33 1.075
47 H -29.53458 7.29320 -8.72572  C33 1.088
48 H -30.47888 9.43218 -9.96133  C34 1.112
49 H -31.19860 10.63732 -8.82312  C34 1.111
50 H -28.28659 10.61230 -9.77549  C35 1.104
51 H -29.49565 11.81229 -10.00858  C35 1.091
52 H -29.73018 12.44647 -7.77670  C36 1.104
53 H -28.03709 12.49371 -8.18639  C36 1.101
54 H -26.86442 9.99110 -8.05325  C38 1.100
55 H -27.17037 9.26234 -6.46219  C38 1.093
56 H -26.39793 10.86436 -6.64068  C38 1.100
57 H -27.76799 12.60116 -5.57243  C39 1.106
58 H -28.39718 11.23053 -4.72268  C39 1.101
59 H -29.50450 12.29394 -5.47731  C39 1.074
60 H -30.10238 9.26433 -5.05079  O41 0.955
61 C -22.65313 6.24763 -3.03312  C62 1.521, H72 1.087, H73 1.113, H74 1.099
62 C -23.52181 6.85870 -4.12142  C61 1.521, C63 1.552, C64 1.580, N70 1.442
63 C -24.73297 5.92270 -4.37590  C62 1.552, H75 1.089, H76 1.078, H77 1.116
64 C -23.99641 8.29808 -3.67537  C62 1.580, C65 1.563, H78 1.083, H79 1.123
65 C -24.63734 9.04739 -4.88847  C64 1.563, C66 1.567, H80 1.115, H81 1.084
66 C -23.67405 9.06073 -6.12431  C65 1.567, C67 1.535, H82 1.101, H83 1.069
67 C -23.14898 7.67683 -6.53214  C66 1.535, C68 1.574, C69 1.489, N70 1.552
68 C -24.29793 6.87486 -7.24908  C67 1.574, H84 1.107, H85 1.096, H86 1.078
69 C -21.98445 7.78990 -7.45326  C67 1.489, H87 1.072, H88 1.077, H89 1.095
70 N -22.63503 6.96403 -5.25333  C62 1.442, C67 1.552, O71 1.417
71 O -22.41291 5.63246 -5.68407  N70 1.417, H90 0.969
72 H -21.73536 6.82755 -2.98323  C61 1.087
73 H -23.16512 6.27371 -2.04576  C61 1.113
74 H -22.43549 5.18669 -3.21871  C61 1.099
75 H -25.62064 6.42341 -4.76105  C63 1.089
76 H -24.50943 5.06663 -4.99119  C63 1.078
77 H -25.11844 5.52876 -3.40501  C63 1.116
78 H -24.70684 8.24034 -2.85990  C64 1.083
79 H -23.08476 8.87394 -3.36284  C64 1.123
80 H -25.59741 8.53295 -5.12875  C65 1.115
81 H -24.87692 10.08809 -4.69958  C65 1.084
82 H -22.82119 9.69110 -5.83018  C66 1.101
83 H -24.11566 9.55931 -6.95990  C66 1.069
84 H -25.29134 7.10466 -6.81702  C68 1.107
85 H -24.11835 5.79335 -7.23649  C68 1.096
86 H -24.39336 7.08052 -8.30313  C68 1.078
87 H -21.69240 6.81444 -7.78794  C69 1.072
88 H -21.12266 8.31070 -7.07096  C69 1.077
89 H -22.29859 8.26098 -8.39091  C69 1.095
90 H -21.48022 5.46621 -5.48215  O71 0.969
91 C -20.15945 15.59850 -13.08756  C92 1.520, H102 1.084, H103 1.091, H104 1.093
92 C -20.66771 16.65765 -14.05130  C91 1.520, C93 1.516, C94 1.573, N100 1.548
93 C -20.75183 18.01215 -13.37550  C92 1.516, H105 1.117, H106 1.083, H107 1.114
94 C -19.76366 16.77880 -15.33295  C92 1.573, C95 1.576, H108 1.079, H109 1.099
95 C -19.94747 15.45941 -16.17497  C94 1.576, C96 1.541, H110 1.089, H111 1.098
96 C -21.40171 15.26859 -16.64880  C95 1.541, C97 1.533, H112 1.103, H113 1.096
97 C -22.34108 15.14049 -15.44443  C96 1.533, C98 1.528, C99 1.546, N100 1.481
98 C -23.76807 15.21760 -15.98455  C97 1.528, H114 1.095, H115 1.124, H116 1.080
99 C -22.27211 13.78189 -14.70999  C97 1.546, H117 1.105, H118 1.110, H119 1.100
100 N -22.08591 16.29756 -14.55586  C92 1.548, C97 1.481, O101 1.428
101 O -22.88625 16.02631 -13.40507  N100 1.428, H120 0.954
102 H -19.73799 14.73693 -13.59246  C91 1.084
103 H -19.35844 15.87280 -12.39877  C91 1.091
104 H -20.84818 15.07057 -12.42262  C91 1.093
105 H -19.71031 18.35735 -13.16536  C93 1.117
106 H -21.27063 18.82899 -13.86221  C93 1.083
107 H -21.27971 17.92098 -12.39822  C93 1.114
108 H -20.15575 17.57946 -15.94038  C94 1.079
109 H -18.71791 16.83039 -14.99863  C94 1.099
110 H -19.23563 15.55912 -16.99272  C95 1.089
111 H -19.62844 14.56876 -15.61810  C95 1.098
112 H -21.33268 14.42046 -17.35051  C96 1.103
113 H -21.69278 16.12454 -17.26802  C96 1.096
114 H -23.98322 16.25709 -16.25380  C98 1.095
115 H -24.57032 14.98810 -15.23178  C98 1.124
116 H -23.95275 14.58836 -16.84317  C98 1.080
117 H -22.51901 13.15236 -15.58344  C99 1.105
118 H -23.04698 13.70333 -13.91920  C99 1.110
119 H -21.30951 13.56991 -14.22079  C99 1.100
120 H -23.26892 16.88308 -13.23228  O101 0.954
121 C -26.26060 16.58076 -13.51960  C122 1.496, H132 1.094, H133 1.093, H134 1.092
122 C -27.31255 15.63228 -13.99970  C121 1.496, C123 1.534, C124 1.531, N130 1.486
123 C -28.49620 15.62394 -13.02445  C122 1.534, H135 1.067, H136 1.098, H137 1.087
124 C -27.66975 16.13014 -15.40270  C122 1.531, C125 1.599, H138 1.077, H139 1.112
125 C -28.54809 15.07127 -16.21803  C124 1.599, C126 1.544, H140 1.103, H141 1.106
126 C -27.76980 13.73872 -16.26087  C125 1.544, C127 1.550, H142 1.116, H143 1.079
127 C -27.47236 13.23273 -14.82598  C126 1.550, C128 1.493, C129 1.576, N130 1.505
128 C -28.68055 12.70922 -14.12298  C127 1.493, H144 1.087, H145 1.057, H146 1.080
129 C -26.58542 11.93888 -14.97773  C127 1.576, H147 1.090, H148 1.069, H149 1.078
130 N -26.69028 14.28538 -14.08790  C122 1.486, C127 1.505, O131 1.420
131 O -26.57906 13.82403 -12.74917  N130 1.420, H150 0.941
132 H -25.32377 16.42037 -14.06222  C121 1.094
133 H -26.56012 17.63129 -13.56147  C121 1.093
134 H -26.06759 16.27343 -12.49011  C121 1.092
135 H -28.48411 14.79074 -12.35781  C123 1.067
136 H -28.55444 16.51496 -12.38499  C123 1.098
137 H -29.46389 15.53062 -13.51106  C123 1.087
138 H -28.18543 17.07567 -15.38703  C124 1.077
139 H -26.71444 16.26159 -15.95567  C124 1.112
140 H -29.56242 14.96706 -15.79849  C125 1.103
141 H -28.67445 15.48629 -17.23574  C125 1.106
142 H -26.74702 13.83247 -16.69753  C126 1.116
143 H -28.21643 12.88278 -16.74243  C126 1.079
144 H -29.56490 13.32254 -13.96736  C128 1.087
145 H -28.50177 12.34525 -13.14712  C128 1.057
146 H -28.98428 11.84797 -14.69879  C128 1.080
147 H -25.57501 12.10588 -15.35104  C129 1.090
148 H -27.01085 11.26215 -15.68801  C129 1.069
149 H -26.53564 11.32689 -14.09156  C129 1.078
150 H -25.67786 13.55183 -12.74055  O131 0.941
151 C -22.03771 16.33769 -2.93731  C152 1.553, H162 1.087, H163 1.104, H164 1.097
152 C -23.50569 16.08818 -3.37864  C151 1.553, C153 1.521, C154 1.581, N160 1.480
153 C -24.35543 17.14055 -2.68195  C152 1.521, H165 1.078, H166 1.071, H167 1.108
154 C -23.64303 16.27652 -4.94271  C152 1.581, C155 1.514, H168 1.113, H169 1.104
155 C -25.00765 15.84587 -5.43588  C154 1.514, C156 1.561, H170 1.090, H171 1.089
156 C -25.13711 14.31155 -5.17704  C155 1.561, C157 1.526, H172 1.107, H173 1.073
157 C -25.06750 13.98117 -3.68882  C156 1.526, C158 1.565, C159 1.516, N160 1.520
158 C -26.35884 14.41048 -2.91566  C157 1.565, H174 1.072, H175 1.089, H176 1.113
159 C -24.88745 12.48543 -3.52338  C157 1.516, H177 1.097, H178 1.097, H179 1.079
160 N -23.85940 14.68064 -3.08853  C152 1.480, C157 1.520, O161 1.396
161 O -23.80895 14.50428 -1.70421  N160 1.396, H180 0.955
162 H -21.87629 16.11712 -1.88564  C151 1.087
163 H -21.42506 15.54989 -3.40931  C151 1.104
164 H -21.58326 17.31326 -3.15125  C151 1.097
165 H -24.66049 16.78630 -1.71017  C153 1.078
166 H -23.81439 18.05871 -2.57628  C153 1.071
167 H -25.32554 17.46377 -3.10994  C153 1.108
168 H -23.40663 17.32430 -5.23413  C154 1.113
169 H -22.90361 15.59269 -5.39382  C154 1.104
170 H -25.75450 16.44572 -4.91556  C155 1.090
171 H -25.13435 16.06047 -6.49574  C155 1.089
172 H -24.29195 13.87263 -5.74069  C156 1.107
173 H -25.99790 13.86070 -5.63168  C156 1.073
174 H -26.26116 14.16693 -1.87610  C158 1.072
175 H -27.28715 14.00101 -3.31065  C158 1.089
176 H -26.40515 15.49887 -2.68755  C158 1.113
177 H -24.81565 12.20540 -2.46541  C159 1.097
178 H -24.13162 11.99670 -4.15028  C159 1.097
179 H -25.75036 11.92738 -3.85133  C159 1.079
180 H -23.15149 13.82928 -1.54637  O161 0.955
181 C -21.56791 5.75483 -12.80444  C182 1.561, H192 1.098, H193 1.081, H194 1.108
182 C -20.71665 7.04745 -12.60077  C181 1.561, C183 1.548, C184 1.472, N190 1.453
183 C -21.28478 8.13757 -13.54230  C182 1.548, H195 1.106, H196 1.104, H197 1.102
184 C -20.87494 7.34819 -11.16849  C182 1.472, C185 1.527, H198 1.075, H199 1.111
185 C -20.00220 8.48907 -10.64905  C184 1.527, C186 1.512, H200 1.124, H201 1.093
186 C -18.57080 8.24858 -11.07285  C185 1.512, C187 1.592, H202 1.118, H203 1.114
187 C -18.33837 7.72947 -12.55970  C186 1.592, C188 1.554, C189 1.531, N190 1.498
188 C -18.42820 8.92330 -13.55015  C187 1.554, H204 1.114, H205 1.076, H206 1.066
189 C -16.95362 7.07938 -12.62666  C187 1.531, H207 1.081, H208 1.115, H209 1.062
190 N -19.34174 6.66115 -12.86877  C182 1.453, C187 1.498, O191 1.420
191 O -19.23371 6.33559 -14.24638  N190 1.420, H210 0.974
192 H -20.94891 4.90052 -12.49983  C181 1.098
193 H -22.50939 5.82884 -12.27760  C181 1.081
194 H -21.84767 5.62556 -13.86897  C181 1.108
195 H -20.86247 8.30450 -14.55072  C183 1.106
196 H -22.37307 7.97096 -13.62984  C183 1.104
197 H -21.19613 9.13231 -13.07683  C183 1.102
198 H -21.88416 7.52611 -10.84278  C184 1.075
199 H -20.57880 6.40483 -10.66141  C184 1.111
200 H -20.32937 9.49261 -11.03484  C185 1.124
201 H -19.94773 8.52738 -9.55846  C185 1.093
202 H -18.08878 7.40466 -10.51986  C186 1.118
203 H -17.85760 9.10140 -10.99854  C186 1.114
204 H -17.43780 9.43103 -13.51285  C188 1.114
205 H -19.21254 9.63993 -13.38160  C188 1.076
206 H -18.47569 8.53731 -14.54289  C188 1.066
207 H -16.76412 6.75717 -13.64138  C189 1.081
208 H -16.97573 6.15948 -11.99655  C189 1.115
209 H -16.19757 7.71445 -12.23547  C189 1.062
210 H -19.05557 5.37883 -14.21062  O191 0.974
211 C -24.56441 12.70379 -8.45620  C212 1.529, H222 1.099, H223 1.125, H224 1.089
212 C -24.44807 13.33913 -9.84259  C211 1.529, C213 1.528, C214 1.487, N220 1.482
213 C -25.46659 14.47397 -9.94282  C212 1.528, H225 1.081, H226 1.069, H227 1.085
214 C -23.09609 13.89887 -10.10602  C212 1.487, C215 1.605, H228 1.079, H229 1.128
215 C -21.99197 12.75624 -10.32977  C214 1.605, C216 1.585, H230 1.104, H231 1.076
216 C -22.36756 11.80990 -11.54450  C215 1.585, C217 1.543, H232 1.101, H233 1.106
217 C -23.79211 11.31007 -11.22496  C216 1.543, C218 1.523, C219 1.518, N220 1.503
218 C -24.36825 10.69388 -12.49242  C217 1.523, H234 1.092, H235 1.115, H236 1.103
219 C -23.90765 10.20546 -10.19075  C217 1.518, H237 1.094, H238 1.074, H239 1.068
220 N -24.76223 12.42914 -10.96930  C212 1.482, C217 1.503, O221 1.419
221 O -25.98529 11.83388 -10.56577  N220 1.419, H240 0.997
222 H -24.17960 13.39561 -7.69438  C211 1.099
223 H -25.61088 12.37881 -8.20023  C211 1.125
224 H -23.91945 11.85708 -8.22655  C211 1.089
225 H -25.39542 15.19589 -9.14198  C213 1.081
226 H -25.38579 15.01960 -10.85859  C213 1.069
227 H -26.49576 14.13280 -9.91935  C213 1.085
228 H -23.13406 14.52107 -10.98697  C214 1.079
229 H -22.66560 14.47631 -9.23800  C214 1.128
230 H -21.04515 13.27294 -10.56493  C215 1.104
231 H -21.73633 12.20034 -9.44474  C215 1.076
232 H -21.62178 11.00807 -11.65438  C216 1.101
233 H -22.45723 12.35396 -12.50282  C216 1.106
234 H -25.38814 10.32967 -12.35416  C218 1.092
235 H -23.76185 9.80286 -12.77970  C218 1.115
236 H -24.25616 11.45235 -13.28605  C218 1.103
237 H -23.53755 10.41153 -9.18203  C219 1.094
238 H -23.38946 9.29489 -10.42576  C219 1.074
239 H -24.93422 9.93743 -10.06451  C219 1.068
240 H -26.54726 11.98431 -11.37501  O221 0.997
241 C -27.59701 8.40813 -11.39949  C242 1.513, H252 1.097, H253 1.076, H254 1.106
242 C -27.44900 7.15864 -12.23886  C241 1.513, C243 1.552, C244 1.525, N250 1.462
243 C -25.93493 6.89070 -12.45042  C242 1.552, H255 1.107, H256 1.089, H257 1.092
244 C -28.13531 5.96822 -11.57678  C242 1.525, C245 1.585, H258 1.090, H259 1.090
245 C -29.71474 5.95928 -11.70842  C244 1.585, C246 1.495, H260 1.091, H261 1.083
246 C -30.12876 6.08434 -13.13992  C245 1.495, C247 1.547, H262 1.083, H263 1.095
247 C -29.52808 7.34203 -13.81111  C246 1.547, C248 1.506, C249 1.529, N250 1.509
248 C -29.69921 7.33235 -15.30718  C247 1.506, H264 1.089, H265 1.104, H266 1.108
249 C -30.25323 8.58550 -13.29579  C247 1.529, H267 1.089, H268 1.059, H269 1.112
250 N -28.03918 7.27944 -13.57128  C242 1.462, C247 1.509, O251 1.481
251 O -27.56175 8.59156 -14.06534  N250 1.481, H270 0.956
252 H -27.30405 9.34289 -11.89417  C241 1.097
253 H -28.61406 8.58099 -11.09416  C241 1.076
254 H -26.95621 8.35686 -10.49945  C241 1.106
255 H -25.41905 6.78409 -11.47732  C243 1.107
256 H -25.66172 5.88030 -12.75059  C243 1.089
257 H -25.51439 7.66305 -13.09832  C243 1.092
258 H -27.91566 5.07366 -12.16037  C244 1.090
259 H -27.89271 5.78268 -10.53094  C244 1.090
260 H -30.09341 5.03137 -11.27812  C245 1.091
261 H -30.13994 6.76968 -11.12886  C245 1.083
262 H -31.21048 6.06908 -13.19410  C246 1.083
263 H -29.77458 5.21895 -13.70921  C246 1.095
264 H -29.10733 6.47897 -15.63318  C248 1.089
265 H -29.40446 8.28607 -15.77880  C248 1.104
266 H -30.72792 7.11988 -15.66110  C248 1.108
267 H -31.31038 8.42558 -13.50214  C249 1.089
268 H -29.96947 9.42808 -13.87168  C249 1.059
269 H -30.18254 8.80759 -12.20870  C249 1.112
270 H -27.08070 8.28991 -14.83405  O251 0.956

- Orbital gap: 8.91 eV
- Structure (SMILES): CC1(C)CCCC(C)(C)N1O.CC1(C)CCCC(C)(C)N1O.CC1(C)CCCC(C)(C)N1O.CC1(C)CCCC(C)(C)N1O.CC1(C)CCCC(C)(C)N1O.CC1(C)CCCC(C)(C)N1O.CC1(C)CCCC(C)(C)N1O.CC1(C)CCCC(C)(C)N1O.CC1(C)CCCC(C)(C)N1O
- Calculated total energy: -4358.3629 a.u.
- Molar mass: 1415.3 g/mol
- E_LUMO: 0.541 eV
- Total charge: 0
- Relative energy (zero: lowest compared OMol25 entry of this formula, charge and spin): 77.1 kcal per mole

Mulliken atomic charge list, values in e, 99 entries: number 1, C, carries -2.30; number 2, C, carries 2.44; number 3, C, carries -0.84; number 4, C, carries -1.24; number 5, C, carries 0.42; number 6, C, carries -1.39; number 7, C, carries 1.77; number 8, C, carries -0.69; number 9, C, carries -1.76; number 10, N, carries -0.13; number 11, O, carries -0.50; number 12, H, carries 0.44; number 13, H, carries 0.55; number 14, H, carries 0.25; number 15, H, carries 0.49; number 16, H, carries 0.20; number 17, H, carries -0.34; number 18, H, carries 0.13; number 19, H, carries 0.28; number 20, H, carries -0.50; number 21, H, carries 0.57; number 22, H, carries 0.40; number 23, H, carries 0.29; number 24, H, carries 0.23; number 25, H, carries 0.25; number 26, H, carries -0.44; number 27, H, carries 0.24; number 28, H, carries 0.35; number 29, H, carries 0.52; number 30, H, carries 0.40; number 31, C, carries -1.82; number 32, C, carries 1.76; number 33, C, carries -1.50; number 34, C, carries -1.43; number 35, C, carries 0.35; number 36, C, carries -0.68; number 37, C, carries 2.27; number 38, C, carries -0.19; number 39, C, carries -1.64; number 40, N, carries 0.06; number 41, O, carries -0.49; number 42, H, carries 0.30; number 43, H, carries 0.51; number 44, H, carries 0.48; number 45, H, carries -0.10; number 46, H, carries 0.38; number 47, H, carries 0.62; number 48, H, carries -0.18; number 49, H, carries 0.49; number 50, H, carries -0.78; number 51, H, carries 0.85; number 52, H, carries 0.44; number 53, H, carries -0.72; number 54, H, carries -1.10; number 55, H, carries 0.47; number 56, H, carries 0.19; number 57, H, carries -0.30; number 58, H, carries 0.56; number 59, H, carries 0.56; number 60, H, carries 0.45; number 61, C, carries -1.98; number 62, C, carries 2.16; number 63, C, carries -1.65; number 64, C, carries -1.62; number 65, C, carries 1.86; number 66, C, carries -0.60; number 67, C, carries 2.64; number 68, C, carries -1.51; number 69, C, carries -2.40; number 70, N, carries -0.08; number 71, O, carries -0.46; number 72, H, carries 0.47; number 73, H, carries 0.40; number 74, H, carries 0.42; number 75, H, carries 0.28; number 76, H, carries 0.30; number 77, H, carries 0.43; number 78, H, carries 0.47; number 79, H, carries 0.31; number 80, H, carries -0.51; number 81, H, carries -1.18; number 82, H, carries 0.69; number 83, H, carries -0.71; number 84, H, carries 0.14; number 85, H, carries 0.34; number 86, H, carries 0.39; number 87, H, carries 0.63; number 88, H, carries 0.61; number 89, H, carries 0.10; number 90, H, carries 0.37; number 91, C, carries -1.80; number 92, C, carries 1.94; number 93, C, carries -1.91; number 94, C, carries -1.13; number 95, C, carries -0.78; number 96, C, carries -1.21; number 97, C, carries 2.05; number 98, C, carries -1.47; number 99, C, carries -1.36